No. 1
Density functional theory data (ωB97M-V/def2-TZVPD) for C49H73FN5O6PtS as an isolated structure.

Results
LUMO level (spin up / spin down): -2.8 / -4.8 eV
HOMO level (spin up / spin down): -9.135 / -10.332 eV
Kohn-Sham gap (spin up / spin down): 6.346 / 5.514 eV
net charge: +1
multiplicity: 5
electronic energy: -3253.12067 a.u.

```
136
Properties=species:S:1:pos:R:3:forces:R:3
Pt -0.685740 -0.749163 -0.084411 -0.214 0.092 -0.167
C -4.292013 -1.136295 -1.615363 0.070 -0.015 0.049
N -3.708799 0.180834 -1.375421 0.007 -0.032 -0.148
C -4.730413 1.085704 -0.861877 -0.023 -0.030 0.048
C -3.161324 0.700535 -2.623786 0.011 -0.102 0.005
C -1.819669 0.107348 -3.037128 0.009 0.142 0.041
N -0.649882 0.318094 -2.134895 -0.083 -0.066 -0.079
C -0.418805 1.768121 -2.008187 0.029 -0.039 -0.027
C 0.634832 2.249930 -1.047820 0.024 -0.049 -0.063
C 1.679472 3.005429 -1.472160 0.052 0.067 0.003
C 2.491672 3.731985 -0.561222 -0.008 -0.037 -0.057
C 2.161250 3.690429 0.804286 0.067 0.074 0.043
C 1.104422 2.973359 1.309964 0.042 -0.015 0.026
C 0.367628 2.131672 0.372626 0.160 0.233 -0.022
O -0.514553 1.335370 0.769331 -0.268 -0.093 0.451
C 0.671100 3.079934 2.770319 -0.031 -0.095 -0.104
C 1.533507 4.086672 3.532137 0.036 0.014 0.044
C 0.778047 1.725721 3.498667 -0.020 0.106 -0.095
C -0.790096 3.567701 2.813152 0.144 0.026 0.097
C 3.564726 4.662228 -1.100815 -0.024 -0.016 -0.011
C 4.411739 5.284686 0.009215 0.018 0.026 0.029
C 2.842936 5.789802 -1.866249 -0.003 0.017 -0.007
C 4.501487 3.922998 -2.068359 -0.038 0.041 -0.042
C 0.516532 -0.329766 -2.762909 -0.074 0.060 0.021
C 0.412013 -1.826873 -2.984610 0.152 -0.011 -0.147
C 1.221955 -2.329891 -3.987853 -0.048 0.130 0.041
C 1.308535 -3.691163 -4.264057 0.066 -0.035 -0.047
C 0.506275 -4.537091 -3.517033 -0.089 -0.071 0.071
C -0.373795 -4.101635 -2.523421 0.032 -0.117 -0.123
C -0.390000 -2.723392 -2.241027 -0.410 0.170 0.390
O -1.183445 -2.287291 -1.235539 0.447 -0.428 -0.319
C -1.172414 -5.190855 -1.781410 -0.014 0.057 0.016
C -1.930822 -6.043730 -2.812857 0.002 -0.020 -0.029
C -2.215758 -4.701330 -0.768613 -0.013 -0.016 0.015
C -0.172474 -6.075104 -1.018002 0.020 -0.029 0.012
C 2.259559 -4.188544 -5.351439 -0.012 0.015 0.006
C 2.215930 -5.708349 -5.505428 -0.005 -0.047 0.003
C 1.870576 -3.555206 -6.695356 -0.001 0.011 -0.027
C 3.694924 -3.777782 -4.989626 0.025 0.010 -0.007
H -5.175228 -1.074344 -2.270664 0.030 0.003 -0.006
H -4.597762 -1.597150 -0.677185 -0.016 0.022 0.076
H -3.557618 -1.794705 -2.075893 -0.001 -0.013 0.030
H -5.543507 1.249514 -1.586036 0.019 0.010 -0.005
H -4.286983 2.050998 -0.612471 -0.005 0.000 -0.006
H -5.180688 0.672218 0.043677 0.077 0.005 -0.060
H -3.115994 1.788134 -2.575810 0.072 0.036 0.113
H -3.846538 0.482035 -3.461505 0.014 0.050 -0.011
H -1.552327 0.550448 -4.007672 -0.035 -0.017 -0.016
H -1.923557 -0.960648 -3.206035 0.029 -0.025 0.073
H -1.358877 2.207657 -1.677409 -0.020 0.002 0.017
H -0.197044 2.177467 -3.003123 0.002 -0.008 -0.010
H 1.851688 3.113545 -2.536520 0.007 -0.001 0.004
H 2.754760 4.285349 1.482840 -0.049 -0.050 -0.059
H 2.579940 3.774078 3.581023 -0.031 0.012 0.003
H 1.164576 4.162607 4.555722 0.003 0.002 -0.009
H 1.487517 5.085273 3.092189 -0.015 -0.032 0.008
H 1.793595 1.330383 3.452694 -0.026 0.044 0.019
H 0.096826 0.991906 3.068975 0.074 0.060 -0.033
H 0.526916 1.870144 4.553827 0.049 0.005 -0.042
H -0.896873 4.530969 2.308428 0.002 -0.026 0.016
H -1.101873 3.703994 3.851068 0.057 0.063 -0.152
H -1.466217 2.854588 2.344370 -0.026 -0.012 -0.021
H 3.823671 5.939267 0.656633 0.022 -0.021 -0.026
H 5.195895 5.894553 -0.441097 -0.011 -0.008 0.004
H 4.896566 4.521771 0.622203 -0.010 0.008 -0.013
H 2.125849 6.306857 -1.225445 0.017 -0.011 -0.006
H 2.311728 5.411162 -2.741511 0.003 0.002 0.028
H 3.578868 6.518330 -2.211243 -0.011 -0.014 0.001
H 5.119218 3.202089 -1.537947 0.027 -0.072 0.054
H 5.164911 4.648161 -2.543542 -0.010 -0.020 0.016
H 3.962080 3.403048 -2.861925 0.010 0.015 0.024
H 1.380072 -0.100380 -2.137161 0.005 -0.009 0.030
H 0.692319 0.140519 -3.741497 0.016 -0.009 -0.016
H 1.814753 -1.625957 -4.564123 -0.019 -0.028 0.005
H 0.558852 -5.599237 -3.708059 -0.006 0.036 -0.002
H -2.634844 -5.430151 -3.379731 0.015 -0.012 0.017
H -2.498077 -6.821950 -2.297521 0.022 0.026 -0.012
H -1.267881 -6.537913 -3.522760 -0.007 0.010 0.012
H -2.959827 -4.048715 -1.225569 0.018 -0.014 0.002
H -1.764617 -4.171151 0.068844 -0.004 0.002 -0.010
H -2.732365 -5.579859 -0.373619 0.011 0.024 -0.009
H 0.550378 -6.545880 -1.686114 -0.017 0.010 0.015
H -0.705650 -6.867368 -0.485888 0.017 0.037 -0.028
H 0.382570 -5.485383 -0.283622 -0.021 -0.013 -0.019
H 1.220273 -6.058531 -5.787848 0.029 0.010 0.002
H 2.516129 -6.219515 -4.587523 -0.003 0.019 -0.024
H 2.908035 -6.011458 -6.293179 -0.019 0.008 0.023
H 0.851415 -3.830311 -6.975212 0.021 0.001 0.010
H 2.545255 -3.900685 -7.482363 -0.020 0.009 0.035
H 1.929603 -2.465727 -6.662677 0.001 -0.020 0.003
H 3.988322 -4.193334 -4.022924 -0.011 0.000 -0.024
H 3.802452 -2.692425 -4.939099 -0.002 -0.016 0.003
H 4.393443 -4.145447 -5.745413 -0.036 0.015 0.027
F 5.813196 1.892189 0.711524 -0.004 0.017 -0.030
C 4.799994 1.012936 0.562850 0.030 0.060 -0.026
C 4.567706 0.459958 -0.682060 -0.010 0.000 0.011
C 3.516782 -0.428290 -0.823249 0.003 -0.034 -0.027
C 2.691183 -0.778613 0.260038 0.002 -0.034 -0.030
C 1.607946 -1.721652 0.078612 -0.121 0.023 -0.077
C 2.993555 -0.209939 1.507181 0.036 0.033 0.076
C 4.036488 0.684693 1.664866 -0.031 -0.033 0.041
H 5.218308 0.702202 -1.511362 0.003 0.013 0.000
H 3.360267 -0.912250 -1.781704 -0.012 0.026 0.008
H 1.364636 -2.375544 0.905433 0.013 0.029 0.056
H 1.587482 -2.232947 -0.878394 0.035 0.008 0.059
H 2.419294 -0.480903 2.383745 -0.083 -0.059 -0.060
H 4.274183 1.114855 2.630260 0.002 -0.006 -0.030
C -5.533769 3.557421 6.987809 0.006 -0.005 -0.010
C -4.373065 2.571163 6.951124 -0.023 -0.046 0.080
S -3.657192 2.525281 5.327370 -0.038 -0.095 0.028
O -3.022483 3.790204 5.065484 -0.111 0.019 0.113
O -4.649413 2.016446 4.407621 0.043 0.018 -0.041
C -2.337289 1.310488 5.430965 -0.010 -0.071 0.038
C -2.762442 -0.124017 5.098909 0.147 0.059 -0.049
N -1.884803 -0.714315 4.078027 0.076 0.020 0.031
C -2.108100 -0.685331 2.748006 -0.109 0.138 -0.068
N -1.095886 -1.235174 2.082957 0.349 -0.020 -0.036
C -0.175171 -1.626758 3.006509 -0.180 -0.085 0.042
C -0.645673 -1.313041 4.238808 -0.038 0.069 0.136
N 0.076265 -1.417898 5.473836 0.027 0.064 -0.017
O 1.130678 -2.013235 5.431505 -0.063 -0.011 -0.014
O -0.389548 -0.874142 6.462477 -0.084 -0.028 -0.067
C -3.287576 -0.096132 2.069281 0.009 0.065 -0.020
H -5.930290 3.605043 8.000665 -0.004 -0.001 -0.011
H -6.332310 3.243171 6.317583 0.020 0.009 0.000
H -5.203376 4.554654 6.700332 -0.002 -0.017 0.006
H -4.695024 1.552133 7.179760 0.013 0.025 -0.012
H -3.570201 2.854323 7.633759 -0.011 0.011 -0.024
H -1.873481 1.383978 6.414911 -0.016 0.040 -0.029
H -1.615850 1.684901 4.703479 -0.081 -0.069 0.004
H -3.768749 -0.140697 4.695882 -0.063 0.024 -0.035
H -2.733651 -0.755783 5.976482 0.028 -0.061 0.065
H 0.762467 -2.088707 2.768159 0.040 -0.045 -0.017
H -4.011520 0.339310 2.751596 0.023 0.027 0.040
H -3.767965 -0.869179 1.471095 -0.023 0.004 -0.071
H -2.938806 0.685210 1.387482 -0.055 -0.103 0.030
```
Positions in Å, forces in eV/Å.

Here are the Löwdin charges for atoms 1 to 8, given in e:
1 Pt 1.21
2 C -0.09
3 N -0.26
4 C -0.10
5 C -0.20
6 C -0.14
7 N -0.22
8 C -0.12

No. 2
Density functional theory data (ωB97M-V/def2-TZVPD) for C29H20F6N4O4PRbS5Se as an isolated structure.

Results
LUMO level: 3.2 eV
HOMO level: -2.348 eV
Kohn-Sham gap: 5.560 eV
net charge: -2
energy above the lowest of the compared OMol25 structures with the same formula, charge and spin: 0.00 kJ/mol
electronic energy: -6994.21528 a.u.

```
71
Properties=species:S:1:pos:R:3:forces:R:3
Rb 2.011296 0.777074 -0.195740 -2.608 -0.503 0.382
S -0.962784 -1.858027 3.873493 -0.093 -0.084 0.218
C 0.240174 -0.970814 4.699930 0.003 0.058 -0.029
C 1.060456 -0.318201 3.827284 0.133 0.024 -0.150
C 0.789501 -0.489017 2.413015 -0.020 -0.118 0.407
C -0.301135 -1.321209 2.327515 0.028 0.091 -0.541
C -1.004981 -1.749624 1.109324 0.072 -0.070 0.162
C -2.126286 -2.600769 1.154692 0.002 -0.010 0.012
C -2.777979 -2.948429 -0.007544 -0.058 -0.032 -0.054
C -2.323162 -2.446702 -1.221193 0.065 0.014 0.074
C -1.209363 -1.625351 -1.177144 -0.013 0.080 -0.087
N -0.556907 -1.294977 -0.069480 0.070 0.142 -0.090
H 0.277797 -0.972435 5.780498 -0.010 -0.002 0.002
H 1.874970 0.295201 4.203400 0.004 0.005 -0.025
H -2.480719 -2.977961 2.104644 0.007 0.011 0.010
H -3.644655 -3.599528 0.030286 0.001 0.008 0.009
H -2.809689 -2.668580 -2.161911 -0.014 -0.010 0.003
H -0.820362 -1.188730 -2.095053 0.005 0.017 0.014
F 5.740999 3.208467 1.790732 -0.088 0.075 0.194
C 4.998209 2.102839 1.708350 0.139 -0.196 -0.245
F 5.243273 1.336457 2.772803 -0.041 0.078 0.088
F 3.712171 2.437308 1.725861 0.168 -0.042 -0.029
S 5.543844 1.159450 0.185051 0.001 0.149 -0.496
O 4.422311 0.312064 -0.180802 1.567 -0.312 0.432
O 6.761093 0.557242 0.636372 -0.025 -0.031 -0.102
N 5.842357 2.238862 -0.932129 -0.164 -0.015 0.066
S 4.598426 2.791652 -1.772736 0.338 -0.133 0.461
O 5.012649 3.931419 -2.525785 -0.028 0.004 0.023
O 3.402954 2.829201 -0.970148 0.334 0.690 -0.751
C 4.293548 1.475826 -3.098172 0.059 0.097 0.180
F 3.150191 0.814218 -2.902161 0.081 0.121 -0.006
F 5.287980 0.586234 -3.115671 0.001 -0.007 -0.104
F 4.235258 2.066045 -4.289867 -0.037 -0.081 -0.052
Se 4.317563 -2.633618 -0.077540 -0.033 0.123 -0.038
N 2.831657 -2.482320 -1.049853 0.343 -0.193 0.281
C 2.292676 -3.688822 -1.065743 -0.409 0.101 -0.238
C 1.056155 -4.001046 -1.734166 0.248 0.121 0.105
C 0.577965 -5.261249 -1.675300 0.096 -0.235 0.126
C 1.284183 -6.302878 -0.964805 -0.247 0.151 -0.195
C 2.449194 -6.059861 -0.328859 0.223 0.243 0.053
C 2.997585 -4.727312 -0.359156 -0.103 -0.342 0.034
N 4.121906 -4.367030 0.229368 -0.043 0.080 -0.042
H 0.530006 -3.209533 -2.245193 0.006 0.002 -0.016
H -0.363448 -5.497375 -2.155279 0.003 -0.029 0.012
H 0.853790 -7.296853 -0.944052 0.002 0.002 0.008
H 2.983170 -6.828928 0.213459 0.000 0.005 -0.001
S -2.577972 5.177000 -2.043996 0.060 -0.104 0.026
P -2.217295 3.347021 -1.362349 0.093 -0.058 0.400
S -0.626982 2.286873 -1.905922 0.037 0.048 -0.466
C -3.732949 2.324984 -1.605564 -0.131 0.030 -0.043
C -3.657618 0.975539 -1.920448 0.039 -0.020 0.030
C -4.812158 0.210323 -2.041065 -0.001 -0.007 -0.001
C -6.056682 0.789305 -1.847996 0.018 0.035 0.005
C -6.140653 2.141998 -1.534688 -0.024 -0.034 -0.006
C -4.988428 2.901933 -1.417383 0.025 0.041 -0.007
C -2.147112 3.336264 0.480747 -0.028 -0.114 0.091
C -2.258959 4.487996 1.244105 -0.080 0.047 -0.050
C -2.147439 4.424894 2.630632 0.003 0.030 0.009
C -1.925849 3.210852 3.262336 -0.009 -0.036 -0.076
C -1.812136 2.048625 2.503757 -0.024 0.028 0.097
C -1.922855 2.115848 1.125913 0.048 0.022 -0.037
H -2.678283 0.534925 -2.061319 -0.006 -0.003 -0.010
H -4.732507 -0.844579 -2.275546 0.002 -0.006 0.000
H -6.957612 0.193198 -1.938749 -0.001 -0.004 0.001
H -7.109099 2.605214 -1.382902 -0.002 -0.002 0.000
H -5.047460 3.959993 -1.191720 0.014 0.001 -0.003
H -2.424548 5.431345 0.736408 0.006 0.004 0.009
H -2.222661 5.333894 3.217549 -0.003 0.008 -0.011
H -1.825210 3.164571 4.340453 0.004 0.004 0.003
H -1.606736 1.095059 2.977846 0.002 0.038 -0.008
H -1.784611 1.214514 0.539297 -0.011 0.007 -0.018
```
Positions in Å, forces in eV/Å.

Here are the Löwdin charges for atoms 1 to 8, given in e:
1 Rb 0.81
2 S 0.90
3 C -0.49
4 C -0.28
5 C -0.19
6 C -0.58
7 C -0.31
8 C -0.06

No. 3
Density functional theory data (ωB97M-V/def2-TZVPD) for C4H11N3O as an isolated structure.

Results
LUMO level: 0.7 eV
HOMO level: -7.607 eV
Kohn-Sham gap: 8.326 eV
net charge: 0
energy above the lowest of the compared OMol25 structures with the same formula, charge and spin: 395.33 kJ/mol
electronic energy: -398.40359 a.u.

```
19
Properties=species:S:1:pos:R:3:forces:R:3
C -1.941911 -1.003082 -0.898059 0.409 -0.089 0.053
C -1.074700 0.642665 0.647767 -2.576 -0.537 -4.200
O -0.867275 2.015022 0.636153 1.131 -0.629 0.364
N -1.021179 0.049133 -0.561073 -1.049 2.278 1.613
H -0.537684 2.193255 -0.268610 -0.275 -0.154 0.391
H -1.941773 0.432275 1.291469 0.805 -0.321 0.614
H -2.591912 -0.690268 -1.721737 0.054 -0.106 -0.025
H -2.602667 -1.312725 -0.078094 0.028 -0.001 0.160
H -1.382999 -1.891763 -1.229577 -0.162 -0.024 -0.053
C 2.060366 0.845539 -0.386478 -0.594 0.540 -0.317
C 1.138763 -0.297110 -0.075017 1.117 -1.662 1.495
N 0.487814 -0.157871 1.320053 0.886 0.186 -0.585
N 1.282196 -1.397680 -0.696163 0.278 0.702 0.759
H 0.964344 0.449278 1.984123 0.401 -0.226 -0.215
H 0.311199 -1.069868 1.730111 -0.065 0.080 -0.070
H 0.819612 -2.203466 -0.285013 -0.286 0.171 0.054
H 2.102502 0.971107 -1.465555 0.153 -0.061 -0.008
H 1.734827 1.785925 0.052380 -0.117 0.047 0.047
H 3.060476 0.639633 0.003319 -0.138 -0.192 -0.078
```
Positions in Å, forces in eV/Å.

Here are the Löwdin charges for atoms 1 to 8, given in e:
1 C -0.17
2 C -0.38
3 O -0.01
4 N -0.13
5 H 0.10
6 H 0.14
7 H 0.07
8 H 0.07

No. 4
Density functional theory data (ωB97M-V/def2-TZVPD) for C5H9NO2 in the gas phase.

Results
LUMO level: 0.4 eV
HOMO level: -8.289 eV
Kohn-Sham gap: 8.682 eV
net charge: 0
energy above the lowest of the compared OMol25 structures with the same formula, charge and spin: 256.12 kJ/mol
electronic energy: -401.07921 a.u.

```
17
Properties=species:S:1:pos:R:3:forces:R:3
C -1.309612 -0.995890 0.399194 0.944 0.386 -1.217
C -0.718855 -0.013297 -0.381743 -4.589 0.103 0.414
N -1.062423 0.109830 -1.719297 0.592 -0.057 1.230
C -0.233965 1.225764 0.317712 0.937 -0.172 0.476
C 0.912985 0.699453 1.188730 1.274 -1.390 -3.556
C 1.632334 -0.313815 -0.145130 2.001 1.179 3.948
O 2.485607 0.216040 -0.796525 -0.880 0.029 -0.446
O 1.552822 -1.649185 -0.066199 -0.411 -0.148 -0.387
H -0.922311 -1.283081 1.360165 -0.198 0.455 0.455
H -2.130969 -1.587099 0.024563 0.243 -0.368 -0.346
H -1.442232 -0.700942 -2.181122 0.078 0.393 -0.233
H -0.898776 0.990451 -2.177773 -0.095 -0.365 -0.246
H 0.149172 1.951359 -0.403087 0.070 -0.012 0.088
H -1.017286 1.684497 0.927008 -0.084 -0.055 -0.353
H 1.731951 1.397477 1.330447 -0.156 0.057 0.325
H 0.609975 0.167433 2.085165 0.110 -0.177 -0.185
H 0.661583 -1.898996 0.237892 0.164 0.143 0.033
```
Positions in Å, forces in eV/Å.

Here are the Löwdin charges for atoms 1 to 8, given in e:
1 C 0.01
2 C -0.46
3 N 0.13
4 C -0.18
5 C -0.02
6 C -0.48
7 O 0.11
8 O 0.09